Entry 1:
156
Properties=species:S:1:pos:R:3 method="wB97M-V/def2-TZVPD" e_homo_ev=-8.96 homo_lumo_gap_ev=9.03
C -1.5659 0.9881 5.8429
O -2.2067 2.0118 5.1003
C -3.4692 1.8342 4.7396
O -4.0880 0.8196 4.6813
O -3.9436 3.0492 4.4551
C -5.3450 3.2251 4.3147
H -2.0577 0.8563 6.8072
H -0.5005 1.1674 5.9057
H -1.6904 0.0222 5.3367
H -5.7758 3.4759 5.2862
H -5.8337 2.3458 3.8994
H -5.5120 4.0830 3.6678
C 3.3466 1.8587 1.4668
O 3.4221 0.4332 1.3517
C 4.5919 -0.1260 1.4521
O 5.6400 0.4370 1.5861
O 4.4487 -1.4443 1.2934
C 5.6370 -2.1792 1.3878
H 2.3956 2.3320 1.6720
H 3.7851 2.2557 0.5486
H 4.0503 2.1049 2.2649
H 5.9797 -2.2183 2.4315
H 6.4898 -1.7761 0.8440
H 5.5112 -3.2258 1.1187
C -1.8544 -1.5647 -6.8129
O -0.7221 -2.4026 -6.6140
C 0.1282 -2.0844 -5.6532
O 0.1323 -1.0746 -5.0177
O 1.0306 -3.0584 -5.5782
C 1.9854 -2.9448 -4.4984
H -2.2977 -1.2630 -5.8670
H -2.5537 -2.1222 -7.4288
H -1.5811 -0.6855 -7.4012
H 2.8696 -3.4218 -4.9100
H 1.6450 -3.5410 -3.6509
H 2.0860 -1.8995 -4.2269
C 3.6284 0.8873 4.9413
O 3.9075 2.0627 5.6865
C 5.1373 2.2033 6.1385
O 6.0356 1.4263 5.9760
O 5.2254 3.3431 6.7988
C 6.5273 3.6892 7.2679
H 2.5445 0.8163 4.9731
H 4.0724 0.0192 5.4282
H 3.9607 0.9171 3.9099
H 7.1566 3.8957 6.4003
H 7.0157 2.9324 7.8750
H 6.3685 4.6085 7.8220
C 0.2803 -0.4326 2.3939
O -0.4470 0.0962 1.3168
C -0.0049 -0.2317 0.1190
O 1.0533 -0.7459 -0.1045
O -0.8739 0.1492 -0.7974
C -0.3874 0.0373 -2.1272
H 1.2760 -0.0525 2.6229
H 0.4034 -1.5105 2.2701
H -0.2580 -0.2593 3.3218
H -1.1951 0.2014 -2.8312
H -0.0400 -0.9836 -2.3072
H 0.4426 0.7053 -2.3542
C -1.3792 3.4499 -4.1876
O -2.4683 4.2951 -3.8219
C -3.1076 4.0174 -2.7114
O -2.8771 3.0833 -1.9832
O -4.0216 4.9447 -2.5074
C -4.7946 4.8031 -1.3166
H -1.0155 3.7131 -5.1687
H -1.6828 2.4137 -4.0332
H -0.5873 3.5658 -3.4439
H -5.3216 5.7336 -1.1466
H -4.1140 4.5696 -0.4982
H -5.5211 3.9951 -1.3982
C -6.6502 1.0781 -1.6344
C -6.0992 1.2779 -0.2499
O -6.8384 1.3732 0.7183
N -4.7658 1.4736 -0.1262
C -4.1643 1.8211 1.1365
H -6.1630 1.7706 -2.3296
H -7.7234 1.2311 -1.6506
H -6.4880 0.0656 -2.0028
H -4.1905 1.5374 -0.9506
H -4.6959 1.2272 1.8834
H -4.3207 2.8781 1.3584
H -3.1315 1.4853 1.1840
C 5.6526 -2.5372 -4.6083
C 5.0819 -1.2904 -3.9772
O 5.4692 -0.1689 -4.2557
N 4.0208 -1.5319 -3.1510
C 3.1804 -0.4878 -2.6186
H 6.7065 -2.3959 -4.8483
H 5.1593 -2.7685 -5.5507
H 5.6280 -3.3819 -3.9167
H 3.7603 -2.4928 -3.0294
H 2.1142 -0.6372 -2.7864
H 3.5100 0.5247 -2.7979
H 3.2405 -0.5594 -1.5221
C 1.8699 4.9597 -1.5147
C 1.8941 3.6646 -2.3033
O 1.8894 2.5846 -1.7227
N 1.9548 3.7985 -3.6534
C 2.1804 2.7119 -4.5956
H 1.4701 5.7498 -2.1497
H 2.8715 5.2296 -1.1710
H 1.3513 4.7999 -0.5714
H 1.7536 4.7034 -4.0395
H 2.3388 1.7694 -4.0939
H 3.0500 2.9139 -5.2224
H 1.3180 2.7069 -5.2672
C -0.3921 4.4737 4.1172
C 0.0552 3.3163 3.2873
O 0.6911 2.3841 3.7819
N -0.3694 3.1700 2.0106
C -1.1679 4.0139 1.1081
H -1.2676 4.1597 4.6864
H -0.7121 5.3379 3.5327
H 0.4015 4.7272 4.8140
H -0.1064 2.2613 1.6626
H -0.7287 4.9999 0.9689
H -2.1591 4.0593 1.5624
H -1.1705 3.4236 0.1953
C -3.1526 -2.2003 -2.8735
C -3.8278 -3.2370 -3.7364
O -5.0341 -3.2657 -3.9121
N -2.9890 -4.1219 -4.3329
C -3.4122 -5.0755 -5.3523
H -3.5259 -2.1451 -1.8517
H -3.4308 -1.2168 -3.2700
H -2.0652 -2.2387 -2.9296
H -2.0002 -4.1342 -4.1607
H -2.6864 -5.1066 -6.1671
H -4.3941 -4.8091 -5.7281
H -3.4306 -6.0900 -4.9430
C -0.2089 -3.6306 -0.7824
C 0.3719 -4.6382 0.1837
O -0.2022 -5.6900 0.4441
N 1.5075 -4.2328 0.7962
C 2.3038 -5.0308 1.7057
H -0.9659 -3.0728 -0.2267
H -0.7811 -4.1614 -1.5468
H 0.5347 -3.0175 -1.2834
H 1.9154 -3.3654 0.4815
H 2.5534 -4.3926 2.5683
H 3.2953 -5.2233 1.2912
H 1.7791 -5.8749 2.1311
C -1.1745 -3.4405 3.6435
C -1.4393 -4.8859 4.0300
O -1.8663 -5.1614 5.1381
N -1.3305 -5.7958 3.0277
C -1.5437 -7.2225 3.1796
H -0.9338 -3.3683 2.5836
H -0.3822 -3.0454 4.2774
H -2.0794 -2.8809 3.8752
H -1.0443 -5.4822 2.1130
H -0.8703 -7.7494 2.5046
H -2.5700 -7.4825 2.9116
H -1.3441 -7.5513 4.1951

---

Entry 2:
146
Properties=species:S:1:pos:R:3 method="wB97M-V/def2-TZVPD" relative_energy_ev=0.0000 e_homo_ev=-21.30 homo_lumo_gap_ev=10.21 charge=+6
As -0.2631 -1.1304 -0.3848
F -2.0084 -1.0837 -0.4657
F -0.2649 -2.1168 -1.7979
F 1.4907 -1.0767 -0.2992
F -0.2767 -0.0422 0.9817
F -0.2855 -2.4923 0.6553
F -0.2297 0.2726 -1.4532
C 4.9487 -0.8927 -6.1851
N 4.3955 -2.2555 -5.8816
C 2.9809 -2.3118 -6.3664
C 5.2193 -3.1879 -6.7303
C 4.5065 -2.6521 -4.4180
C 3.6363 -1.8757 -3.4477
O 2.3626 -2.5214 -3.4007
H 4.3668 -0.1683 -5.6154
H 4.9111 -0.6970 -7.2501
H 5.9595 -0.8347 -5.7858
H 2.9446 -1.9836 -7.4025
H 2.3252 -1.6952 -5.7632
H 2.7092 -3.3652 -6.3210
H 4.9407 -3.0467 -7.7713
H 5.0325 -4.2206 -6.4416
H 6.2778 -2.9683 -6.6174
H 5.5532 -2.4695 -4.1738
H 4.2974 -3.7170 -4.4802
H 3.4425 -0.8302 -3.7131
H 4.1186 -1.8891 -2.4671
H 1.7820 -2.1174 -2.7377
C -3.4066 -2.9507 2.2580
N -3.4560 -2.1733 3.5343
C -3.8436 -3.0769 4.6972
C -2.0693 -1.5934 3.7920
C -4.4943 -1.1006 3.3877
C -4.7995 -0.2148 4.5798
O -3.6560 0.5785 4.9267
H -2.6515 -3.7257 2.3652
H -3.1666 -2.3720 1.3681
H -4.3934 -3.3911 2.1219
H -4.9182 -3.2247 4.6488
H -3.5361 -2.5331 5.5832
H -3.3052 -4.0125 4.5815
H -1.3634 -2.4111 3.7192
H -2.0773 -1.0635 4.7390
H -2.0871 -0.8185 3.0263
H -5.4305 -1.5583 3.0628
H -4.1839 -0.4999 2.5291
H -5.2596 -0.7149 5.4305
H -5.4989 0.5098 4.1516
H -3.9391 1.3876 5.3642
C -3.5442 2.2922 -2.8198
N -2.9735 3.1323 -1.6893
C -1.7213 3.7583 -2.2225
C -3.9337 4.2289 -1.3943
C -2.7201 2.1958 -0.5135
C -2.5214 2.8894 0.8117
O -1.4413 3.7907 0.7570
H -3.8293 2.9966 -3.6020
H -4.3932 1.7254 -2.4671
H -2.7398 1.7112 -3.2656
H -1.3293 4.4161 -1.4526
H -1.9990 4.3576 -3.0855
H -0.9850 2.9840 -2.4271
H -4.8868 3.8719 -1.0002
H -4.1863 4.7865 -2.2928
H -3.5012 4.8688 -0.6296
H -1.8117 1.6780 -0.8243
H -3.4999 1.4393 -0.4823
H -2.2610 2.0479 1.4738
H -3.4474 3.2963 1.2235
H -1.4953 4.4764 1.4306
C 0.0733 1.3838 3.8662
C 0.7489 1.7279 5.2114
N -0.1641 1.4338 6.3219
C -1.2203 2.2374 6.6882
C -1.8583 1.6284 7.7135
N -1.2721 0.3886 7.8546
C -0.2123 0.3257 7.0590
C -1.7205 -0.6818 8.7630
H -0.0541 0.3200 3.6689
H 0.7592 1.7416 3.0954
H -0.8921 1.8647 3.7093
H 0.8855 2.8060 5.1971
H 1.6681 1.1590 5.2967
H -1.3233 3.2131 6.2451
H -2.6627 1.9090 8.3729
H 0.5496 -0.4355 7.0966
H -2.0937 -0.2058 9.6670
H -0.8780 -1.3198 9.0093
H -2.5345 -1.2327 8.3000
C 3.3050 -3.2758 0.6251
C 3.3246 -2.8077 2.0663
N 4.6773 -2.3613 2.4677
C 5.4755 -1.4711 1.7967
C 6.5798 -1.2485 2.5524
N 6.4147 -1.9767 3.7062
C 5.2747 -2.6432 3.6291
C 7.3786 -2.0051 4.8142
H 2.3014 -3.3552 0.2178
H 3.8306 -4.2188 0.4894
H 3.7918 -2.5330 -0.0100
H 3.0169 -3.6248 2.7174
H 2.6521 -1.9713 2.2622
H 5.3051 -1.1391 0.7894
H 7.4671 -0.6830 2.3276
H 4.8594 -3.2802 4.3923
H 7.1859 -1.1715 5.4861
H 8.3810 -1.8751 4.4144
H 7.3274 -2.9563 5.3345
C 3.1557 2.2470 1.3109
C 2.0956 3.1906 0.7595
N 2.3103 3.4545 -0.6652
C 2.3260 2.5025 -1.6695
C 2.2904 3.1872 -2.8359
N 2.2578 4.5346 -2.5450
C 2.2659 4.6576 -1.2236
C 2.0747 5.6179 -3.4989
H 3.0250 1.2768 0.8157
H 3.0607 2.0887 2.3810
H 4.1753 2.5284 1.0485
H 2.1282 4.1277 1.3136
H 1.0969 2.7624 0.8497
H 2.3046 1.4540 -1.4271
H 2.2474 2.8715 -3.8643
H 2.0271 5.5646 -0.6907
H 2.8582 5.4717 -4.2495
H 2.3088 6.6117 -3.1269
H 1.1238 5.5799 -4.0218
C -2.1367 -3.0153 -4.5814
C -2.2045 -1.5151 -4.8175
N -3.5655 -0.9812 -4.6227
C -4.2242 -0.9015 -3.4212
C -5.4660 -0.4244 -3.7232
N -5.5516 -0.3176 -5.0856
C -4.3739 -0.6192 -5.6189
C -6.7855 0.0066 -5.8328
H -2.7846 -3.5745 -5.2555
H -2.4601 -3.2398 -3.5649
H -1.1099 -3.3411 -4.7337
H -1.8960 -1.2628 -5.8322
H -1.5304 -0.9713 -4.1532
H -3.7754 -1.2381 -2.5023
H -6.3428 -0.1968 -3.1396
H -4.1125 -0.6230 -6.6640
H -6.6516 -0.2581 -6.8761
H -7.0336 1.0559 -5.6970
H -7.5916 -0.5927 -5.4154